No. 1
{
  "formula": "C15H36O9S3",
  "method": "ωB97M-V with the def2-TZVPD basis set",
  "symbols": ["O", "S", "O", "C", "C", "C", "C", "H", "H", "H", "H", "H", "H", "H", "H", "O", "S", "O", "C", "C", "C", "C", "H", "H", "H", "H", "H", "H", "H", "H", "O", "S", "O", "C", "C", "C", "C", "H", "H", "H", "H", "H", "H", "H", "H", "C", "O", "H", "H", "H", "H", "C", "O", "H", "H", "H", "H", "C", "O", "H", "H", "H", "H"],
  "positions_angstrom": [[-1.641762, -0.981404, 0.751415], [-1.306903, -2.098285, -0.147474], [-0.310505, -1.941434, -1.145879], [-0.981076, -3.568267, 0.790318], [-1.680307, -4.651647, -0.075237], [-2.609181, -4.092399, -1.183910], [-2.865628, -2.607280, -0.847716], [-1.491536, -3.482977, 1.755736], [0.071826, -3.642547, 1.036152], [-1.086696, -5.395664, -0.493466], [-2.361750, -5.127690, 0.609754], [-3.616070, -4.565823, -1.135253], [-2.116674, -4.145022, -2.121317], [-3.586820, -2.448344, -0.042834], [-3.178368, -2.055713, -1.719251], [2.503660, -2.760475, 1.245440], [2.544466, -1.300630, 1.415203], [1.746013, -0.628023, 2.377216], [4.243485, -0.867426, 1.753602], [4.390795, 0.430960, 1.025884], [3.800294, 0.236514, -0.358376], [2.524961, -0.593454, -0.236797], [4.875665, -1.670590, 1.299885], [4.371255, -0.856536, 2.829944], [3.929866, 1.316518, 1.580556], [5.423460, 0.777956, 0.940164], [4.455335, -0.369064, -0.978365], [3.605336, 1.221835, -0.846902], [2.545853, -1.382495, -1.035134], [1.614390, 0.020608, -0.443593], [-5.692036, 2.532862, 2.950661], [-4.546277, 1.921628, 3.520902], [-4.787269, 0.963361, 4.614819], [-3.465346, 1.177965, 2.293693], [-2.083279, 1.720649, 2.590570], [-2.350078, 3.203501, 2.829020], [-3.372400, 3.224806, 3.954687], [-3.785713, 1.470199, 1.282072], [-3.615771, 0.069243, 2.299919], [-1.616199, 1.181380, 3.444683], [-1.466307, 1.629268, 1.667698], [-2.846153, 3.624332, 1.996903], [-1.469208, 3.845870, 2.968734], [-3.978378, 4.086391, 4.016448], [-2.940412, 2.955492, 4.918961], [3.630492, -0.738138, -4.502695], [4.262271, 0.003662, -3.456051], [3.780612, -0.326965, -5.571713], [3.943492, -1.749357, -4.503813], [2.495601, -0.772879, -4.357934], [3.615938, 0.672739, -3.058175], [-1.729570, 1.731342, -1.833818], [-0.406821, 1.875882, -1.252160], [-1.804431, 2.180118, -2.816061], [-1.963800, 0.664907, -2.005417], [-2.500138, 2.117523, -1.123133], [-0.514584, 1.444236, -0.391623], [1.955411, 3.120281, -3.007157], [2.155048, 1.729256, -2.736127], [1.032355, 3.322889, -3.570060], [1.903504, 3.605289, -2.065070], [2.887330, 3.441945, -3.489162], [1.458702, 1.299104, -2.209373]],
  "forces_ev_per_a": [[0.8322, -0.6133, -0.8693], [-1.8222, 1.8880, 2.2912], [1.0213, 0.1846, -1.1550], [-0.8069, -0.1793, -0.2893], [-1.5128, 0.5567, 1.0708], [-1.0553, 1.0341, 1.6293], [0.4172, -1.0225, 0.0926], [-0.0548, 0.2295, -0.3018], [0.3325, -0.1029, -0.5424], [1.4592, -1.1112, -0.4755], [-0.0412, -0.5700, 0.3263], [0.9959, -0.1676, -0.5417], [0.0630, -0.2489, -1.0470], [0.0289, -0.1807, -0.0774], [0.2477, 0.5239, -0.1638], [-0.7091, 1.2153, 0.5032], [1.8380, -2.7713, -1.3760], [-1.2709, 0.6420, 0.5048], [0.3417, -0.8012, -0.2800], [0.5431, 2.2562, 0.6332], [-0.2187, 0.7419, -0.2306], [-1.1197, 0.4866, -1.5142], [-0.4900, 0.6214, 0.3490], [0.0258, 0.0836, 0.1096], [0.0283, -1.3456, -0.5859], [0.1346, -0.3943, -0.0065], [0.4102, 0.3840, -0.0674], [0.2397, -0.9375, 0.2590], [-0.2883, 0.3741, 1.2072], [0.5111, -0.5999, 0.6469], [-1.1834, 0.7384, -1.0314], [0.7058, -1.8931, 1.8929], [0.7999, 1.2830, -1.2765], [-0.7334, -1.5854, -0.7748], [0.6892, -0.1601, -0.9835], [0.3867, 0.0058, 1.2346], [0.4676, -0.9867, 0.5660], [-0.0605, 0.2936, 0.4131], [0.4006, 0.9162, 0.3932], [-0.1384, 0.5537, -0.5947], [-0.1663, -0.3427, 0.8670], [-0.4779, 0.3113, -1.3619], [-0.1623, -0.4244, 0.4264], [-0.4622, 1.1373, 0.2075], [-0.0248, 0.1202, 0.0174], [-2.0451, 1.7775, -0.7809], [-0.9483, 0.4980, 0.0618], [0.0747, -0.2952, 1.6619], [0.6738, -0.9639, 0.1786], [1.3525, 0.1338, -0.1252], [0.8460, -1.1476, -1.1460], [-0.2647, -0.8421, 0.8111], [-1.0092, -0.2292, -0.2152], [0.2994, 0.5669, 0.1010], [0.1931, 0.2487, 0.2177], [0.5056, 0.0009, -0.7231], [0.3617, 0.0267, -0.1053], [0.2017, -0.9475, 0.1204], [0.1303, -0.6854, -0.3372], [0.4844, -0.0914, -0.1006], [-0.2310, 0.8680, 0.8365], [-0.5709, 0.0325, -0.2609], [-0.1754, 0.9062, -0.2894]],
  "lowdin_charge": [-0.353, 0.648, -0.290, -0.190, -0.188, -0.194, -0.225, 0.113, 0.090, 0.091, 0.104, 0.127, 0.098, 0.109, 0.103, -0.353, 0.665, -0.298, -0.240, -0.250, -0.234, -0.226, 0.128, 0.107, 0.141, 0.115, 0.107, 0.118, 0.124, 0.090, -0.315, 0.670, -0.340, -0.258, -0.218, -0.220, -0.220, 0.104, 0.110, 0.142, 0.102, 0.098, 0.126, 0.085, 0.110, -0.175, -0.170, 0.093, 0.045, 0.088, 0.049, -0.109, -0.140, 0.076, 0.070, 0.086, 0.054, -0.106, -0.176, 0.086, 0.063, 0.094, 0.061],
  "homo_ha": -0.3607,
  "molar_mass_g_mol": 456.6,
  "orbital_gap_ev": 10.08
}

=====

No. 2
{
  "formula": "F6KP",
  "method": "ωB97M-V with the def2-TZVPD basis set",
  "symbols": ["K", "P", "F", "F", "F", "F", "F", "F"],
  "positions_angstrom": [[-1.543521, -1.020712, -2.490926], [0.279684, 0.129013, 0.353983], [0.944483, -1.183585, 1.125109], [-0.989491, -0.873346, -0.035004], [-0.555630, 0.564770, 1.679178], [-0.554271, 1.317349, -0.468069], [1.420300, 1.078672, 0.974142], [0.998446, -0.012162, -1.138413]],
  "forces_ev_per_a": [[-0.0675, -0.0500, -0.3149], [0.9759, -2.4928, -1.1386], [-0.8175, 2.3322, -1.6125], [1.0536, 0.7701, 0.1117], [-0.3481, 0.3457, 0.2459], [0.3255, 0.0055, 1.4684], [-0.7967, -0.2237, -0.9760], [-0.3252, -0.6871, 2.2159]],
  "lowdin_charge": [1.011, 0.318, -0.078, -0.244, 0.124, -0.039, 0.016, -0.106],
  "homo_ha": [-0.6848, -0.6772],
  "e_above_lowest_kj_mol": 39.0,
  "molar_mass_g_mol": 184.1,
  "s2": 0.7549,
  "charge": 1,
  "orbital_gap_ev": [14.48, 6.03],
  "spin_multiplicity": 2
}

=====

No. 3
{
  "formula": "C2H8N3O",
  "method": "ωB97M-V with the def2-TZVPD basis set",
  "symbols": ["C", "C", "N", "N", "N", "O", "H", "H", "H", "H", "H", "H", "H", "H"],
  "positions_angstrom": [[-1.975550, -0.687388, 0.187744], [2.652074, 0.147813, 0.089161], [-1.443769, 0.390493, -0.528190], [-1.295144, 1.479541, -0.108394], [1.306385, 0.414585, -0.065390], [0.603584, -0.450119, -0.637997], [-2.924814, -1.065547, -0.212559], [-1.257474, -1.625640, 0.289244], [-1.967622, -0.454363, 1.253182], [3.281964, 0.673496, -0.575031], [2.841468, -0.964278, -0.257576], [2.872761, 0.326292, 1.175076], [-1.516464, 0.317312, -1.547672], [-1.177405, 1.497803, 0.938408]],
  "forces_ev_per_a": [[1.5007, -4.7649, 2.5499], [1.4061, -4.5330, 0.8077], [-2.0162, -2.0960, -2.3361], [2.0535, 4.4041, 2.0786], [-4.4658, -1.0137, -1.8609], [3.3464, 1.8524, 1.3647], [0.2185, 0.5527, 0.1089], [-1.2387, 1.8512, -1.1353], [-0.7969, 0.4987, -0.1148], [0.4867, 1.4736, -0.5219], [-0.2091, 1.8557, 1.0810], [0.1825, 0.0010, -1.0810], [0.2614, -0.0057, -0.0855], [-0.7290, -0.0760, -0.8554]],
  "lowdin_charge": [-0.022, -0.076, -0.149, 0.236, -0.042, -0.034, 0.125, 0.152, 0.107, 0.093, 0.143, 0.128, 0.196, 0.145],
  "homo_ha": [-0.5301, -0.5301],
  "e_above_lowest_kj_mol": 698.2,
  "molar_mass_g_mol": 90.1,
  "charge": 1,
  "orbital_gap_ev": [9.26, 9.26]
}